[1]
{
  "formula": "C11H23N3O3",
  "method": "ωB97M-V with the def2-TZVPD basis set",
  "smiles": "CN(C)C=O.CN(C)C=O.CC(C)=O.CC#N",
  "orbital_gap_ev": 9.8,
  "e_lumo_ev": 0.6,
  "e_above_lowest_kcal_mol": 64.24,
  "symbols": ["C", "O", "N", "C", "C", "H", "H", "H", "H", "H", "H", "H", "C", "O", "N", "C", "C", "H", "H", "H", "H", "H", "H", "H", "C", "C", "O", "C", "H", "H", "H", "H", "H", "H", "C", "C", "N", "H", "H", "H"],
  "xyz": [[-3.027, 1.377, 4.907], [-3.279, 2.490, 5.233], [-3.237, 0.852, 3.734], [-2.935, -0.519, 3.349], [-4.030, 1.554, 2.667], [-2.526, 0.581, 5.480], [-3.837, -1.056, 3.053], [-2.501, -1.193, 4.087], [-2.297, -0.490, 2.466], [-3.686, 1.380, 1.647], [-5.050, 1.172, 2.714], [-4.078, 2.640, 2.754], [3.975, -2.296, -2.443], [3.019, -2.930, -2.052], [4.026, -0.950, -2.560], [5.163, -0.397, -3.254], [2.994, 0.078, -2.082], [4.866, -2.756, -2.897], [5.976, -0.072, -2.605], [4.986, 0.376, -4.002], [5.425, -1.212, -3.929], [2.351, -0.425, -1.359], [3.440, 0.977, -1.659], [2.470, 0.405, -2.980], [-1.274, 0.671, -1.505], [-0.619, 1.971, -2.082], [0.460, 1.893, -2.545], [-1.519, 3.221, -2.224], [-1.569, -0.066, -2.252], [-2.029, 1.025, -0.803], [-0.421, 0.256, -0.968], [-0.855, 3.975, -2.646], [-1.959, 3.598, -1.301], [-2.361, 3.163, -2.913], [1.006, -3.503, 1.695], [0.059, -2.552, 1.094], [-0.719, -1.847, 0.685], [2.066, -3.273, 1.588], [0.857, -4.458, 1.191], [0.668, -3.660, 2.719]]
}

[2]
{
  "formula": "C8H9IN2",
  "method": "ωB97M-V with the def2-TZVPD basis set",
  "orbital_gap_ev": [5.2, 6.2],
  "e_lumo_ev": [0.4, -2.7],
  "spin_multiplicity": 3,
  "symbols": ["C", "C", "C", "C", "C", "C", "C", "C", "N", "N", "I", "H", "H", "H", "H", "H", "H", "H", "H", "H"],
  "xyz": [[1.162, 2.040, -2.179], [-0.064, 1.592, -1.817], [2.129, 2.092, -1.193], [-0.237, 1.036, -0.536], [0.847, 0.928, 0.345], [-1.389, 0.366, 0.054], [-0.838, -0.334, 1.302], [-0.843, -1.921, 1.419], [2.020, 1.461, -0.027], [0.506, 0.138, 1.460], [-2.829, 1.936, 0.593], [1.266, 2.370, -3.239], [-0.785, 1.617, -2.600], [3.138, 2.420, -1.357], [-1.782, -0.270, -0.734], [-1.387, 0.010, 2.183], [-0.378, -2.530, 0.620], [-1.752, -2.417, 1.688], [-0.201, -2.078, 2.394], [1.112, 0.066, 2.278]]
}

[3]
{
  "formula": "C6H7AgLiO6",
  "method": "ωB97M-V with the def2-TZVPD basis set",
  "orbital_gap_ev": [6.9, 7.1],
  "e_lumo_ev": [-10.6, -10.6],
  "spin_multiplicity": 2,
  "e_above_lowest_kcal_mol": 26.43,
  "total_charge": 2,
  "symbols": ["Ag", "O", "O", "C", "C", "O", "C", "H", "H", "H", "H", "Li", "O", "O", "C", "C", "O", "C", "H", "H", "H"],
  "xyz": [[-1.224, 0.438, -2.970], [0.105, 0.060, -1.528], [-0.282, 1.576, 0.288], [-1.086, 2.713, -0.051], [-2.405, 2.073, -0.453], [-1.960, 0.829, -1.041], [-0.658, 0.523, -0.483], [-1.162, 3.354, 0.832], [-0.623, 3.263, -0.882], [-2.963, 2.636, -1.205], [-3.043, 1.843, 0.409], [4.921, -2.878, 1.355], [3.626, -2.898, -0.224], [1.508, -2.233, 0.070], [0.672, -1.470, 0.743], [-0.441, -0.850, 0.029], [2.977, -2.388, 1.837], [2.836, -2.469, 0.616], [0.510, -1.920, 1.737], [-1.023, -1.640, -0.468], [-0.285, -0.561, 1.389]]
}

[4]
{
  "formula": "C4H11N3O2",
  "method": "ωB97M-V with the def2-TZVPD basis set",
  "smiles": "CN=C(N)N.CC(=O)O",
  "orbital_gap_ev": 9.6,
  "e_lumo_ev": 0.4,
  "e_above_lowest_kcal_mol": 32.09,
  "symbols": ["C", "C", "N", "N", "N", "H", "H", "H", "H", "H", "H", "H", "H", "C", "C", "O", "O", "H", "H", "H"],
  "xyz": [[0.426, 1.836, -3.269], [0.318, 0.976, -1.079], [0.318, 1.991, -1.826], [0.647, -0.350, -1.461], [-0.024, 1.111, 0.274], [0.811, -2.601, 1.142], [-0.586, 1.861, -3.665], [0.996, 0.953, -3.549], [-0.053, -0.875, -1.948], [1.564, -0.735, -1.372], [0.613, 0.621, 0.882], [0.047, 2.053, 0.492], [0.992, 2.696, -3.628], [-1.445, -1.058, 2.830], [-0.089, -1.715, 2.652], [0.242, -1.854, 1.355], [0.548, -2.160, 3.566], [-2.061, -1.686, 3.463], [-1.933, -0.990, 1.860], [-1.332, -0.075, 3.279]]
}

[5]
{
  "formula": "C29H24BrHgN4O2S4",
  "method": "ωB97M-V with the def2-TZVPD basis set",
  "orbital_gap_ev": [2.6, 6.2],
  "e_lumo_ev": [4.4, 4.4],
  "spin_multiplicity": 2,
  "e_above_lowest_kcal_mol": 2.39,
  "total_charge": -2,
  "symbols": ["Hg", "S", "C", "C", "C", "C", "C", "C", "S", "C", "C", "C", "C", "C", "C", "C", "S", "C", "C", "C", "C", "C", "C", "S", "N", "H", "H", "H", "H", "H", "H", "H", "H", "H", "H", "H", "H", "H", "H", "H", "C", "N", "C", "C", "C", "O", "N", "C", "O", "H", "H", "H", "H", "H", "Br", "C", "C", "C", "C", "C", "N", "H", "H", "H", "H"],
  "xyz": [[-0.573, 0.561, -0.499], [-1.435, 2.886, -0.614], [-0.538, 3.632, 0.688], [0.019, 4.909, 0.480], [0.739, 5.578, 1.452], [0.954, 4.990, 2.695], [0.403, 3.743, 2.939], [-0.346, 3.063, 1.972], [-0.940, 1.448, 2.413], [-2.769, 1.666, 2.485], [-3.485, 0.456, 1.941], [-3.835, -0.578, 2.783], [-4.386, -1.772, 2.205], [-4.563, -1.796, 0.829], [-4.244, -0.676, 0.064], [-4.366, -0.651, -1.396], [-2.696, -0.676, -2.365], [-2.194, -2.350, -2.100], [-2.565, -3.293, -3.070], [-2.265, -4.640, -2.950], [-1.565, -5.064, -1.821], [-1.174, -4.148, -0.865], [-1.472, -2.768, -0.958], [-0.919, -1.766, 0.364], [-3.686, 0.463, 0.615], [-0.107, 5.349, -0.503], [1.158, 6.554, 1.231], [1.533, 5.495, 3.459], [0.541, 3.266, 3.903], [-3.011, 2.543, 1.886], [-3.022, 1.827, 3.531], [-3.626, -0.507, 3.846], [-4.632, -2.631, 2.816], [-4.945, -2.684, 0.332], [-4.757, 0.309, -1.742], [-4.958, -1.474, -1.793], [-3.112, -2.933, -3.933], [-2.571, -5.344, -3.715], [-1.307, -6.111, -1.696], [-0.609, -4.475, 0.000], [5.027, -0.767, 2.416], [4.166, 0.102, 1.644], [4.509, 1.394, 1.361], [3.747, 2.167, 0.579], [2.510, 1.596, 0.031], [1.801, 2.251, -0.744], [2.148, 0.332, 0.400], [2.977, -0.467, 1.107], [2.807, -1.668, 1.331], [5.806, -0.163, 2.883], [5.492, -1.534, 1.792], [4.453, -1.282, 3.183], [5.430, 1.745, 1.811], [4.004, 3.193, 0.356], [0.632, 1.698, -4.018], [1.582, 0.182, -3.373], [2.774, -0.176, -3.993], [3.453, -1.265, -3.477], [2.931, -1.930, -2.382], [1.738, -1.479, -1.837], [1.066, -0.444, -2.348], [3.146, 0.392, -4.833], [4.389, -1.581, -3.923], [3.438, -2.772, -1.928], [1.301, -1.925, -0.947]]
}

[6]
{
  "formula": "C2H2F2HgLiO",
  "method": "ωB97M-V with the def2-TZVPD basis set",
  "orbital_gap_ev": [6.3, 8.8],
  "e_lumo_ev": [-5.6, -6.1],
  "spin_multiplicity": 3,
  "e_above_lowest_kcal_mol": 117.99,
  "total_charge": 1,
  "symbols": ["F", "O", "Li", "Hg", "C", "C", "H", "F", "H"],
  "xyz": [[-0.004, 1.161, 3.423], [0.279, -0.132, -0.608], [0.995, -1.971, -0.419], [0.399, 1.243, 1.522], [0.282, 0.045, -2.259], [-0.852, 0.496, -1.562], [-0.356, 1.144, -2.805], [0.246, -1.186, -2.727], [-1.905, 0.643, -1.799]]
}

[7]
{
  "formula": "C23H22N4S2TeZr",
  "method": "ωB97M-V with the def2-TZVPD basis set",
  "orbital_gap_ev": 7.3,
  "e_lumo_ev": -7.0,
  "e_above_lowest_kcal_mol": 0.00,
  "total_charge": 2,
  "symbols": ["Zr", "C", "N", "C", "C", "C", "C", "C", "N", "C", "C", "C", "C", "C", "C", "H", "H", "H", "H", "H", "H", "H", "H", "H", "H", "H", "Te", "C", "C", "C", "C", "S", "H", "H", "H", "N", "C", "S", "N", "C", "C", "C", "C", "C", "C", "H", "H", "H", "H", "H", "H", "H", "H"],
  "xyz": [[-0.328, -2.465, -0.739], [-2.570, -0.251, -0.422], [-1.679, -1.119, 0.356], [-1.673, -1.175, 1.656], [-0.797, -2.103, 2.242], [-0.434, -2.380, 3.557], [0.571, -3.354, 3.491], [0.760, -3.651, 2.148], [-0.053, -2.889, 1.364], [-2.310, -0.629, -1.864], [-3.296, -1.149, -2.691], [-2.985, -1.534, -3.990], [-1.681, -1.449, -4.463], [-0.681, -0.937, -3.648], [-0.997, -0.507, -2.357], [-2.336, 0.801, -0.241], [-3.612, -0.423, -0.151], [-2.315, -0.535, 2.259], [-0.847, -1.927, 4.444], [1.083, -3.813, 4.320], [1.446, -4.360, 1.713], [-4.312, -1.239, -2.327], [-3.764, -1.918, -4.635], [-1.448, -1.763, -5.471], [0.330, -0.826, -4.020], [-0.257, 0.041, -1.775], [-1.593, -4.605, -1.852], [0.509, -4.578, -1.913], [1.388, -5.206, -1.047], [2.730, -5.170, -1.496], [2.861, -4.527, -2.696], [1.367, -3.980, -3.297], [1.055, -5.721, -0.156], [3.563, -5.606, -0.965], [3.771, -4.356, -3.252], [2.069, -0.603, 1.416], [2.445, -0.477, 0.156], [2.092, -1.676, -1.071], [3.151, 0.573, -0.227], [3.613, 1.597, 0.681], [2.955, 2.817, 0.710], [3.403, 3.801, 1.582], [4.486, 3.552, 2.413], [5.134, 2.325, 2.375], [4.702, 1.337, 1.501], [1.661, -1.468, 1.739], [2.391, 0.066, 2.104], [3.392, 0.631, -1.206], [2.115, 3.003, 0.053], [2.906, 4.761, 1.605], [4.831, 4.322, 3.089], [5.986, 2.142, 3.015], [5.214, 0.385, 1.441]]
}

[8]
{
  "formula": "C18H47N10O4P2",
  "method": "ωB97M-V with the def2-TZVPD basis set",
  "orbital_gap_ev": 6.5,
  "e_lumo_ev": -3.0,
  "total_charge": 1,
  "symbols": ["C", "C", "O", "O", "C", "C", "N", "N", "C", "N", "C", "N", "H", "H", "H", "H", "H", "H", "H", "H", "H", "H", "H", "O", "P", "N", "C", "C", "N", "C", "C", "N", "C", "C", "H", "H", "H", "H", "H", "H", "H", "H", "H", "H", "H", "H", "H", "H", "H", "H", "H", "H", "O", "P", "N", "C", "C", "N", "C", "C", "N", "C", "C", "H", "H", "H", "H", "H", "H", "H", "H", "H", "H", "H", "H", "H", "H", "H", "H", "H", "H"],
  "xyz": [[-0.352, 2.371, -1.149], [0.642, 3.516, -1.532], [1.598, 3.205, -2.146], [0.456, 4.846, -1.137], [-0.582, 5.493, -1.861], [-1.969, 5.279, -1.137], [-2.858, 4.317, -1.833], [-2.848, 3.877, -3.106], [-3.876, 2.992, -3.144], [-4.540, 2.848, -1.998], [-3.874, 3.734, -1.160], [-4.211, 3.956, 0.118], [-1.121, 2.304, -1.951], [-0.814, 2.544, -0.146], [0.192, 1.404, -1.103], [-0.595, 5.236, -2.943], [-0.362, 6.584, -1.800], [-2.480, 6.232, -0.877], [-1.713, 4.802, -0.161], [-2.200, 4.170, -3.828], [-4.104, 2.435, -4.068], [-3.493, 4.080, 0.820], [-5.197, 4.061, 0.330], [1.224, 1.780, 2.117], [1.493, 0.488, 2.905], [0.434, 1.000, 4.173], [0.538, 0.881, 5.610], [-0.977, 1.063, 3.804], [3.169, 0.823, 3.160], [3.701, 1.612, 4.256], [3.879, 1.227, 1.944], [1.739, -1.067, 3.673], [0.713, -2.054, 3.338], [2.463, -1.451, 4.858], [0.027, -0.015, 5.989], [0.073, 1.750, 6.086], [1.556, 0.860, 5.985], [-1.438, 0.066, 3.826], [-1.109, 1.467, 2.798], [-1.539, 1.719, 4.475], [3.159, 1.484, 5.189], [3.715, 2.687, 4.041], [4.728, 1.292, 4.467], [3.718, 2.284, 1.704], [3.547, 0.637, 1.085], [4.954, 1.058, 2.054], [-0.117, -2.031, 4.057], [1.126, -3.066, 3.317], [0.305, -1.862, 2.343], [1.825, -1.453, 5.749], [3.333, -0.832, 5.063], [2.853, -2.470, 4.753], [-0.581, -1.057, -2.385], [-0.695, -2.531, -2.784], [-0.356, -3.099, -1.194], [0.423, -4.225, -0.730], [-1.383, -2.787, -0.202], [0.655, -2.482, -3.867], [2.034, -2.729, -3.486], [0.649, -1.325, -4.763], [-1.027, -4.136, -3.394], [-2.404, -4.578, -3.165], [-0.162, -5.252, -3.679], [-0.198, -5.117, -0.565], [0.899, -3.976, 0.223], [1.235, -4.510, -1.392], [-2.226, -3.488, -0.271], [-1.779, -1.779, -0.339], [-0.984, -2.825, 0.815], [2.145, -3.492, -2.721], [2.542, -1.831, -3.116], [2.589, -3.102, -4.355], [1.029, -0.420, -4.272], [-0.363, -1.112, -5.117], [1.264, -1.522, -5.647], [-2.501, -5.113, -2.211], [-2.750, -5.233, -3.968], [-3.084, -3.723, -3.144], [-0.063, -5.927, -2.821], [0.835, -4.966, -4.004], [-0.572, -5.852, -4.500]]
}

[9]
{
  "formula": "C16H18N2O4S",
  "method": "ωB97M-V with the def2-TZVPD basis set",
  "smiles": "COC(=O)c1cc(S(=O)(=O)N2CC[C@H](c3ccccc3)C2)c[nH]1",
  "orbital_gap_ev": 9.6,
  "e_lumo_ev": 0.6,
  "e_above_lowest_kcal_mol": 24.66,
  "symbols": ["C", "H", "H", "H", "O", "C", "O", "C", "C", "C", "C", "N", "H", "H", "S", "O", "O", "N", "C", "H", "H", "C", "C", "C", "C", "C", "C", "C", "H", "H", "H", "H", "H", "C", "H", "H", "C", "H", "H", "H", "H"],
  "xyz": [[-6.528, -0.300, 1.633], [-6.776, 0.556, 2.255], [-7.257, -0.414, 0.828], [-6.515, -1.216, 2.227], [-5.238, -0.039, 1.097], [-4.745, -0.979, 0.285], [-5.322, -2.005, 0.002], [-3.422, -0.638, -0.232], [-2.596, 0.453, -0.044], [-1.444, 0.218, -0.807], [-1.595, -1.000, -1.435], [-2.789, -1.505, -1.080], [-3.202, -2.378, -1.375], [-0.920, -1.498, -2.100], [-0.034, 1.283, -0.938], [-0.453, 2.609, -1.273], [0.914, 0.635, -1.807], [0.462, 1.293, 0.668], [1.181, 0.090, 1.057], [1.125, -0.633, 0.243], [0.702, -0.342, 1.941], [2.644, 0.502, 1.360], [3.673, -0.405, 0.743], [3.668, -0.666, -0.624], [4.631, -1.488, -1.181], [5.612, -2.058, -0.387], [5.624, -1.803, 0.973], [4.660, -0.981, 1.532], [4.676, -0.785, 2.595], [6.384, -2.244, 1.601], [6.363, -2.698, -0.825], [4.617, -1.682, -2.244], [2.907, -0.230, -1.254], [2.717, 1.948, 0.838], [2.966, 1.950, -0.223], [3.448, 2.547, 1.378], [1.284, 2.437, 1.029], [1.087, 2.688, 2.076], [1.011, 3.278, 0.395], [2.787, 0.514, 2.445], [-2.792, 1.315, 0.558]]
}

[10]
{
  "formula": "C3H8NOS",
  "method": "ωB97M-V with the def2-TZVPD basis set",
  "smiles": "[NH2+]=CCCOS",
  "orbital_gap_ev": 7.4,
  "e_lumo_ev": -5.2,
  "e_above_lowest_kcal_mol": 58.43,
  "total_charge": 1,
  "symbols": ["C", "C", "C", "N", "O", "S", "H", "H", "H", "H", "H", "H", "H", "H"],
  "xyz": [[0.155, -0.688, -0.999], [-0.065, 0.945, -0.450], [0.204, 0.805, 1.016], [1.433, 0.980, 1.446], [-0.709, -1.728, -0.597], [-2.365, -1.646, -0.983], [0.026, -0.754, -2.027], [1.318, -0.951, -0.816], [-1.029, 1.075, -0.713], [-0.575, 0.696, 1.803], [0.641, 1.590, -1.089], [2.224, 1.223, 0.861], [1.505, 0.850, 2.431], [-2.761, -2.398, 0.117]]
}

[11]
{
  "formula": "C4H4LuO2",
  "method": "ωB97M-V with the def2-TZVPD basis set",
  "orbital_gap_ev": [5.0, 6.2],
  "e_lumo_ev": [-10.9, -11.2],
  "spin_multiplicity": 2,
  "e_above_lowest_kcal_mol": 0.00,
  "total_charge": 2,
  "symbols": ["H", "O", "C", "C", "C", "H", "H", "H", "C", "O", "Lu"],
  "xyz": [[-2.286, 0.315, 0.481], [1.749, 3.088, 2.232], [1.536, 1.736, 2.611], [0.568, 1.101, 1.725], [-0.292, 0.592, 0.998], [1.605, 3.648, 3.001], [1.163, 1.676, 3.648], [2.482, 1.168, 2.570], [-1.256, 0.197, 0.079], [-1.035, -0.738, -0.826], [0.557, -1.817, -1.652]]
}

[12]
{
  "formula": "C3H8N2O",
  "method": "ωB97M-V with the def2-TZVPD basis set",
  "smiles": "[H]/N=C(\\C)N(C)O",
  "orbital_gap_ev": 9.3,
  "e_lumo_ev": 0.9,
  "e_above_lowest_kcal_mol": 76.03,
  "symbols": ["C", "C", "C", "H", "H", "H", "H", "H", "H", "H", "H", "N", "N", "O"],
  "xyz": [[-0.652, 1.306, -1.084], [0.220, -0.398, 0.576], [0.691, -1.310, -0.587], [-0.350, 2.426, -1.284], [-0.127, 0.612, -1.784], [-1.779, 1.314, -1.088], [-0.574, 0.783, 2.095], [-0.076, -1.705, -1.309], [1.619, -0.825, -1.012], [1.188, -2.087, 0.056], [0.598, -1.692, 2.025], [-0.236, 0.827, 0.225], [0.306, -0.726, 1.817], [-0.829, 1.475, 1.354]]
}

DFT total energy (computed, eV): -22391.073; -19518.897; -22800.261; -12891.439; -158078.175; -13952.292; -60401.271; -61083.478; -38889.554; -17603.898; -41904.502; -8266.029